P.
Formula: C3H8ClNS
Source: the OMol25 dataset
Level of theory: ωB97M-V/def2-TZVPD

Element x y z (Å)
C: -1.35 -0.98 -0.97
C: -0.17 0.17 0.84
C: -1.20 1.27 -1.09
N: -0.94 0.22 -0.37
S: 3.24 -0.23 0.18
Cl: -0.95 2.79 -0.33
H: -1.73 -1.54 -0.13
H: -2.14 -0.76 -1.76
H: -0.61 -1.59 -1.55
H: 0.87 -0.19 0.66
H: 0.07 1.19 1.25
H: -0.50 -0.60 1.54
H: 3.05 -0.54 1.55
H: 2.36 0.80 0.19

* spin multiplicity: 1
* LUMO: 0.5 eV
* HOMO-LUMO gap: 8.94 eV

Results of the natural (NBO) charge analysis, in e, for atoms 1 through 6: -0.403, -0.474, 0.035, -0.432, -0.282, -0.059


Q.
Formula: C3H8ClNS
Source: the OMol25 dataset
Level of theory: ωB97M-V/def2-TZVPD

Element x y z (Å)
C: -0.25 1.34 1.36
C: -0.11 0.52 0.06
C: 1.30 0.26 -0.40
H: -1.74 0.46 2.62
H: -2.02 2.79 1.80
H: 0.65 1.21 2.19
H: -0.07 2.53 0.93
H: -0.93 0.81 -0.76
H: -0.35 -1.65 1.36
H: 1.87 -0.35 0.32
H: 1.75 1.27 -0.60
N: -1.66 1.30 1.63
S: -1.08 -1.09 0.41
Cl: 1.41 -0.67 -1.88

* spin multiplicity: 1
* LUMO: -0.1 eV
* HOMO-LUMO gap: 8.79 eV

Results of the natural (NBO) charge analysis, in e, for atoms 1 through 6: -0.275, -0.312, -0.418, 0.395, 0.331, 0.207


The calculated energies rank the structures as follows, beginning with the most stable: P, Q.